Formula: C7H9MnN4O6
Source: the Open Molecules 2025 dataset
Level of theory: ωB97M-V with the def2-TZVPD basis set

Last column: Mulliken charge in e.
Positions of all 27 atoms, in Å:
Mn (0.540, -0.630, -0.479)  1.126
O (0.239, 1.221, -0.597)  -0.472
O (-5.542, 1.243, -0.481)  -0.502
O (-1.296, 2.864, -0.780)  -0.590
O (2.353, -0.714, -0.248)  -0.625
O (-4.032, 2.857, -0.646)  -0.470
O (4.328, -0.681, 0.874)  -0.324
N (0.982, -0.777, 1.969)  -0.546
N (-1.452, -0.669, -0.770)  -0.173
N (-2.510, -1.494, -0.883)  -0.046
N (2.396, -0.762, 1.989)  -0.049
C (-4.415, 1.629, -0.640)  0.527
C (3.050, -0.708, 0.806)  0.948
C (5.152, -0.626, -0.307)  -0.658
C (-1.968, 0.585, -0.734)  -0.321
C (-0.963, 1.712, -0.705)  1.104
C (-3.363, 0.536, -0.796)  0.376
C (-3.660, -0.825, -0.902)  -0.298
H (0.638, -1.583, 2.505)  0.310
H (5.005, -1.518, -0.916)  0.340
H (6.174, -0.586, 0.070)  0.243
H (2.906, -0.708, 2.869)  0.273
H (4.925, 0.266, -0.894)  0.345
H (-3.073, 3.082, -0.762)  0.426
H (0.620, 0.080, 2.409)  0.313
H (-2.407, -2.503, -0.960)  0.202
H (-4.624, -1.293, -0.991)  0.541

Summary:
* energy: -56953.4302 eV
* charge: +2
* HOMO energy (alpha / beta): -16.192 / -16.221 eV
* multiplicity: 5
* relative energy (zero: lowest compared OMol25 entry of this formula, charge and spin): 51.7 kJ/mol
* Kohn-Sham gap (alpha / beta): 4.41 / 6.59 eV



Formula: H15Na2O8
Source: the Open Molecules 2025 dataset
Level of theory: ωB97M-V with the def2-TZVPD basis set

Last column: Mulliken charge in e.
Positions of all 25 atoms, in Å:
Na (5.371, -1.596, -6.824)  0.427
Na (1.985, -2.276, -7.853)  0.607
O (0.408, -0.142, -7.126)  -0.578
O (5.187, 0.796, -6.054)  -0.608
O (3.591, -0.279, -7.827)  -1.514
O (3.027, -0.021, -10.414)  -0.613
O (5.684, 1.229, -8.944)  -0.594
O (3.402, 2.869, -8.487)  -0.606
O (0.579, 2.110, -8.761)  -0.649
O (3.095, -1.528, -5.425)  -0.556
H (-0.059, 0.408, -7.755)  0.318
H (5.172, 1.749, -6.143)  0.341
H (4.003, 2.342, -9.012)  0.427
H (3.324, 0.047, -9.507)  0.442
H (3.141, -0.944, -6.182)  0.240
H (3.757, 2.826, -7.599)  0.256
H (6.442, 0.645, -8.933)  0.273
H (1.431, 2.543, -8.818)  0.317
H (3.145, 0.557, -7.588)  0.351
H (0.557, 1.523, -9.516)  0.328
H (4.497, 0.489, -6.642)  0.281
H (2.634, -1.020, -4.757)  0.287
H (4.981, 0.718, -8.543)  0.260
H (3.741, -0.470, -10.868)  0.293
H (0.727, 0.470, -6.463)  0.268

Summary:
* energy: -25456.9075 eV
* charge: 0
* HOMO energy (alpha / beta): -3.933 / -10.628 eV
* multiplicity: 2
* relative energy (zero: lowest compared OMol25 entry of this formula, charge and spin): 17.1 kJ/mol
* Kohn-Sham gap (alpha / beta): 3.52 / 10.27 eV



Formula: C46H45As2CrFN8O5S
Source: the Open Molecules 2025 dataset
Level of theory: ωB97M-V with the def2-TZVPD basis set

Last column: Mulliken charge in e.
Positions of all 109 atoms, in Å:
As (2.135, 2.816, 2.084)  0.798
As (-0.143, 0.366, 2.261)  2.546
Cr (-0.103, -0.067, -0.177)  -0.751
S (-3.041, 1.173, 0.086)  1.442
F (6.441, -0.870, 1.876)  -0.486
O (-3.340, 1.687, -1.217)  -0.849
O (0.634, -0.760, -4.151)  -0.794
O (-0.072, -0.591, -2.059)  -0.164
O (1.912, -0.318, -0.097)  0.524
O (-2.394, 2.035, 1.048)  -0.633
N (-2.134, -0.178, 0.003)  0.941
N (-0.346, -2.043, 0.195)  0.515
N (0.086, 1.735, -0.726)  -0.277
N (9.852, 1.170, 1.247)  -0.052
N (-1.444, 5.591, 0.844)  -0.633
N (1.443, 5.518, -2.515)  -0.612
N (4.537, -0.318, -3.283)  0.316
N (8.354, -0.689, -0.340)  0.148
C (-4.605, 0.801, 0.874)  -1.386
C (1.939, -1.062, 3.771)  -0.552
C (-0.065, 4.258, -0.865)  0.036
C (0.751, 4.957, -1.781)  -0.068
C (-7.028, 0.540, 2.165)  -0.460
C (6.008, -0.749, 0.575)  0.591
C (9.098, 0.046, 1.896)  -0.653
C (5.129, 0.845, -5.442)  -0.919
C (9.177, 1.617, -0.017)  -0.712
C (4.016, -0.128, 4.515)  -0.875
C (2.707, -0.414, -1.133)  0.267
C (8.987, -1.102, 0.887)  -1.023
C (-4.289, -3.222, -0.104)  -0.910
C (3.745, 1.022, 3.790)  -0.280
C (5.424, -0.185, -4.399)  -0.448
C (0.367, -4.317, 0.275)  -1.221
C (6.280, 1.044, -4.503)  -0.387
C (-1.633, -2.472, 0.092)  -0.016
C (2.926, 4.077, 3.415)  -1.371
C (-3.341, -4.202, 0.017)  -0.991
C (-5.778, 0.996, 0.164)  0.508
C (3.188, -0.368, -3.498)  -0.784
C (-1.093, -1.096, 3.169)  -1.671
C (6.928, -0.666, -0.455)  -0.345
C (-1.982, -3.841, 0.105)  0.944
C (6.395, -0.574, -1.769)  -1.001
C (-4.629, 0.503, 2.227)  0.156
C (4.643, -0.716, 0.379)  -0.516
C (1.626, 0.110, 3.088)  -0.197
C (2.273, -0.420, -2.502)  0.428
C (0.616, -2.942, 0.277)  -0.242
C (9.064, 0.408, -0.952)  -0.739
C (-5.845, 0.361, 2.872)  -0.833
C (3.123, -1.183, 4.482)  -0.989
C (-0.924, -4.770, 0.197)  -0.906
C (-0.027, 2.886, -0.827)  0.934
C (-3.953, -1.861, -0.134)  -0.538
C (0.839, -0.590, -2.958)  -0.194
C (-6.994, 0.864, 0.816)  -0.741
C (-0.849, 4.969, 0.076)  0.085
C (-2.630, -1.457, -0.032)  0.033
C (-0.681, 1.805, 3.501)  -1.300
C (2.567, 1.160, 3.066)  0.332
C (3.645, 2.922, 0.826)  -0.923
C (5.034, -0.473, -1.999)  -0.587
C (4.110, -0.527, -0.920)  0.845
H (0.107, 1.954, 4.236)  0.482
H (1.198, -5.005, 0.331)  0.495
H (1.240, -1.890, 3.765)  0.347
H (-7.978, 0.445, 2.674)  0.391
H (1.622, -2.548, 0.359)  0.482
H (-5.331, -3.502, -0.192)  0.435
H (5.332, 0.593, -6.473)  0.264
H (-7.916, 1.033, 0.275)  0.421
H (4.000, 3.932, 3.525)  0.378
H (-0.850, 2.718, 2.937)  0.304
H (-1.141, -5.831, 0.187)  0.435
H (-0.909, -1.082, 4.242)  0.538
H (10.789, 0.837, 1.010)  0.369
H (4.544, 2.438, 1.210)  0.182
H (-3.696, 0.423, 2.769)  0.050
H (10.074, 0.076, -1.229)  0.341
H (2.855, -0.370, -4.525)  0.766
H (3.346, -2.097, 5.019)  0.393
H (-0.792, -2.060, 2.760)  0.354
H (6.167, 1.793, -3.730)  0.224
H (3.840, 3.977, 0.629)  0.579
H (9.616, -0.261, 2.804)  0.315
H (8.108, 0.415, 2.151)  0.475
H (4.467, 1.830, 3.781)  0.182
H (7.289, 0.939, -4.880)  0.262
H (8.437, -1.921, 1.337)  0.461
H (3.359, 2.450, -0.111)  0.040
H (4.254, 1.465, -5.299)  0.342
H (4.933, -0.218, 5.083)  0.375
H (-1.605, 1.531, 4.010)  0.537
H (9.997, -1.466, 0.650)  0.439
H (5.861, -1.124, -4.729)  0.432
H (9.948, 1.948, 1.896)  0.355
H (3.974, -0.825, 1.219)  0.165
H (2.743, 5.097, 3.079)  0.428
H (-3.612, -5.250, 0.026)  0.414
H (8.551, 0.723, -1.857)  0.344
H (-4.729, -1.123, -0.259)  0.526
H (7.082, -0.617, -2.600)  0.987
H (8.185, 1.986, 0.243)  0.346
H (-5.872, 0.136, 3.930)  0.434
H (9.764, 2.420, -0.463)  0.424
H (-5.714, 1.268, -0.882)  0.534
H (2.437, 3.939, 4.379)  0.363
H (-2.162, -0.986, 2.987)  0.230

Summary:
* energy: -234240.0465 eV
* charge: 0
* HOMO energy (alpha / beta): -4.636 / -7.031 eV
* multiplicity: 5
* relative energy (zero: lowest compared OMol25 entry of this formula, charge and spin): 202.1 kJ/mol
* Kohn-Sham gap (alpha / beta): 3.27 / 5.63 eV



Formula: C28H38IrN4P2
Source: the Open Molecules 2025 dataset
Level of theory: ωB97M-V with the def2-TZVPD basis set

Last column: Mulliken charge in e.
Positions of all 73 atoms, in Å:
Ir (0.150, -0.731, 3.210)  1.006
P (-2.238, -0.049, -0.906)  -0.056
P (1.529, -0.949, -0.891)  -0.321
N (2.013, -2.224, -1.949)  0.632
N (2.987, 0.044, -1.246)  0.613
N (-2.218, 1.482, -1.750)  0.711
N (-3.747, -0.567, -1.676)  0.421
C (1.773, 1.100, 2.733)  -0.983
C (-1.416, 1.525, 2.169)  -0.213
C (-5.397, -1.084, -3.146)  -0.508
C (-2.176, 3.052, -3.389)  -0.700
C (-0.303, 1.096, 1.176)  0.278
C (-0.477, 1.169, 4.585)  -1.192
C (1.369, -1.230, 4.738)  -1.429
C (0.524, 2.276, 4.613)  -0.922
C (2.940, -3.390, -3.644)  -0.656
C (4.129, 0.150, -0.432)  -0.612
C (3.242, 0.756, -2.411)  -0.173
C (2.869, -4.241, -2.490)  -0.683
C (0.969, 0.504, 1.738)  -0.422
C (0.348, -0.154, -2.065)  -0.957
C (-1.994, 1.702, -3.119)  -0.341
C (4.506, 1.339, -2.332)  -0.794
C (-5.127, -2.239, -2.338)  -0.501
C (-0.805, -2.361, 3.696)  -1.080
C (-2.378, 3.707, -2.133)  -0.811
C (5.066, 0.949, -1.078)  -0.694
C (-1.321, 0.831, 3.504)  -0.458
C (-4.117, -1.907, -1.456)  -0.293
C (-1.048, -0.826, -2.089)  -1.470
C (-2.468, 2.727, -1.161)  -0.452
C (2.271, -3.517, -1.477)  -0.447
C (-4.545, -0.070, -2.717)  -0.151
C (2.421, -2.159, -3.284)  -0.182
C (1.471, 2.390, 3.374)  -0.929
H (-1.475, -2.661, 2.875)  0.266
H (-5.619, -3.202, -2.401)  0.471
H (-4.467, 0.960, -3.042)  0.433
H (2.752, 0.662, 2.934)  0.660
H (-6.115, -1.003, -3.952)  0.468
H (3.323, -3.654, -4.621)  0.445
H (-0.741, 0.743, 5.570)  0.642
H (0.296, 0.903, -1.752)  0.834
H (2.327, -0.673, 4.712)  0.358
H (1.025, 3.087, 2.648)  0.303
H (-1.679, 0.905, -3.770)  0.348
H (-1.029, -1.893, -1.814)  0.719
H (4.945, 1.965, -3.095)  0.460
H (-3.618, -2.472, -0.680)  0.458
H (2.286, -1.257, -3.857)  0.303
H (-2.724, 2.785, -0.106)  0.486
H (6.046, 1.229, -0.712)  0.447
H (4.161, -0.341, 0.528)  0.483
H (1.969, -3.761, -0.471)  0.399
H (-2.251, 0.306, 3.791)  0.754
H (-2.435, 4.771, -1.978)  0.472
H (0.022, 3.242, 4.750)  0.417
H (-1.424, -2.137, 4.582)  0.388
H (-1.444, -0.782, -3.120)  0.575
H (-2.394, 1.210, 1.756)  0.381
H (2.513, 0.791, -3.196)  0.388
H (1.524, -0.179, 1.061)  0.437
H (0.746, -0.160, -3.091)  0.573
H (1.163, 2.131, 5.499)  0.419
H (-1.481, 2.631, 2.257)  0.351
H (-0.067, 1.901, 0.479)  0.928
H (-0.728, 0.251, 0.573)  -0.950
H (1.597, -2.315, 4.755)  0.465
H (3.232, -5.252, -2.423)  0.456
H (-0.138, -3.190, 3.961)  0.362
H (-2.217, 3.463, -4.395)  0.488
H (2.431, 2.838, 3.696)  0.468
H (0.887, -0.946, 5.696)  0.415

Summary:
* energy: -57004.0274 eV
* charge: +2
* HOMO energy (alpha / beta): -12.269 / -12.479 eV
* multiplicity: 6
* relative energy (zero: lowest compared OMol25 entry of this formula, charge and spin): 35.7 kJ/mol
* Kohn-Sham gap (alpha / beta): 6.78 / 2.46 eV